1.
This record from the Open Molecules 2025 dataset describes C52H43BrN6OPTl as an isolated structure. The level of theory is wB97M-V/def2-TZVPD.

For the gap between HOMO and LUMO, the calculation gives 6.4056 eV. For the relative energy (zero: lowest compared OMol25 entry of this formula, charge and spin), the calculation gives 0.1936 eV.

```
! RIJCOSX wB97M-V def2-TZVPD def2/J DEFGRID3
* xyz 0 1
Tl -0.666 -0.820 0.378
C -3.652 -1.442 2.349
N -3.477 -1.548 0.908
C -3.535 -2.925 0.453
C -2.426 -3.787 0.992
C -2.528 -5.176 0.959
C -1.471 -5.937 1.426
C -0.341 -5.294 1.904
C -0.337 -3.909 1.914
N -1.354 -3.180 1.484
C -4.451 -0.721 0.216
C -4.033 -0.291 -1.168
C -4.978 -0.095 -2.171
C -4.566 0.415 -3.390
C -3.221 0.694 -3.575
C -2.355 0.459 -2.520
N -2.754 -0.002 -1.350
C -3.364 -0.037 2.798
C -4.326 0.737 3.439
C -4.024 2.048 3.767
C -2.767 2.537 3.449
C -1.861 1.681 2.840
N -2.154 0.433 2.525
H -2.926 -2.110 2.816
H -4.672 -1.732 2.662
H -3.424 -2.916 -0.636
H -4.509 -3.391 0.701
H -3.419 -5.653 0.575
H -1.527 -7.014 1.416
H 0.513 -5.848 2.262
H 0.509 -3.346 2.278
H -5.447 -1.205 0.170
H -4.557 0.206 0.793
H -6.021 -0.318 -1.993
H -5.284 0.599 -4.177
H -2.851 1.091 -4.506
H -1.296 0.662 -2.605
H -5.292 0.316 3.673
H -4.757 2.672 4.256
H -2.491 3.555 3.671
H -0.857 2.003 2.592
Br 1.962 -4.634 -6.149
C 1.057 -4.004 -4.587
C -0.337 -3.901 -4.603
C -0.977 -3.456 -3.485
C -0.290 -3.051 -2.291
O -0.953 -2.720 -1.278
C 1.151 -3.134 -2.332
C 2.026 -2.757 -1.269
N 1.826 -1.880 -0.345
C 2.869 -1.484 0.459
C 4.174 -1.411 -0.015
C 5.229 -0.964 0.779
C 5.017 -0.561 2.069
C 3.715 -0.591 2.598
C 3.440 -0.185 3.919
C 2.160 -0.248 4.395
C 1.154 -0.708 3.535
N 1.376 -1.081 2.300
C 2.623 -1.042 1.801
C 1.776 -3.658 -3.475
H -0.890 -4.184 -5.488
H -2.055 -3.380 -3.467
H 2.990 -3.290 -1.290
H 4.379 -1.691 -1.037
H 6.223 -0.932 0.355
H 5.832 -0.221 2.692
H 4.254 0.166 4.537
H 1.923 0.040 5.406
H 0.128 -0.770 3.867
H 2.855 -3.737 -3.490
C 2.951 5.272 2.495
C 2.502 4.076 3.029
C 1.942 3.117 2.204
C 1.826 3.351 0.840
C 2.275 4.555 0.309
C 2.842 5.508 1.133
P 1.114 2.008 -0.197
C 2.550 1.688 -1.272
C 2.353 1.161 -2.546
C 3.432 0.747 -3.302
C 4.717 0.849 -2.795
C 4.919 1.351 -1.521
C 3.841 1.754 -0.756
C 0.004 3.055 -1.226
C -1.310 3.111 -0.766
C -2.244 3.913 -1.391
C -1.873 4.675 -2.487
C -0.573 4.613 -2.962
C 0.364 3.806 -2.340
H 3.384 6.023 3.136
H 2.587 3.892 4.090
H 1.596 2.175 2.613
H 2.182 4.743 -0.750
H 3.201 6.436 0.713
H 1.347 1.063 -2.931
H 3.275 0.333 -4.287
H 5.560 0.526 -3.386
H 5.918 1.420 -1.117
H 3.999 2.107 0.253
H -1.591 2.503 0.084
H -3.262 3.950 -1.028
H -2.597 5.312 -2.973
H -0.289 5.210 -3.818
H 1.371 3.760 -2.730
*
```

2.
This record from the Open Molecules 2025 dataset describes C19H31IKN3OP as an isolated structure. The level of theory is wB97M-V/def2-TZVPD.

For the gap between HOMO and LUMO, the calculation gives 5.7810 eV. For the relative energy (zero: lowest compared OMol25 entry of this formula, charge and spin), the calculation gives 2.1346 eV.

```
! RIJCOSX wB97M-V def2-TZVPD def2/J DEFGRID3
* xyz 1 1
K -0.058 -0.132 -0.481
N 1.574 -4.200 1.696
C 2.243 -2.909 2.109
C 2.682 -2.210 0.834
C 3.274 -0.811 1.085
N 2.772 0.085 0.039
C 2.927 -0.296 2.484
C 1.515 -0.604 2.971
N 0.530 0.051 2.123
C 1.239 -2.123 2.949
H 2.204 -4.777 1.134
H 0.704 -3.962 1.102
H 1.293 -4.743 2.512
H 3.112 -3.195 2.709
H 1.811 -2.109 0.185
H 3.401 -2.840 0.306
H 4.370 -0.882 1.037
H 3.303 -0.039 -0.817
H 2.900 1.055 0.308
H 3.105 0.780 2.527
H 3.631 -0.735 3.197
H 1.450 -0.264 4.014
H 0.742 1.037 1.983
H -0.385 0.051 2.565
H 0.245 -2.269 2.521
H 1.227 -2.530 3.960
I -3.234 0.567 0.602
C -3.030 2.664 0.362
C -4.188 3.374 0.447
C -4.133 4.776 0.305
C -2.934 5.386 0.097
C -1.736 4.638 0.011
C -0.500 5.295 -0.203
C 0.648 4.569 -0.288
C 0.595 3.159 -0.169
C -0.553 2.423 0.045
C -1.742 3.219 0.138
H -5.133 2.883 0.620
H -5.046 5.353 0.369
H -2.880 6.463 -0.007
H -0.492 6.375 -0.298
H 1.594 5.069 -0.454
H 1.557 2.650 -0.271
C -2.903 -3.357 1.373
P -1.888 -3.767 -0.047
C -2.092 -5.526 -0.337
C -2.585 -2.923 -1.464
O -0.432 -3.393 0.166
H -3.948 -3.584 1.181
H -2.806 -2.293 1.594
H -2.574 -3.927 2.243
H -3.134 -5.764 -0.531
H -1.764 -6.089 0.536
H -1.495 -5.825 -1.198
H -3.610 -3.251 -1.636
H -1.988 -3.140 -2.350
H -2.601 -1.847 -1.287
*
```

3.
This record from the Open Molecules 2025 dataset describes an isolated ion of composition C6H6N5S and charge +1. The level of theory is wB97M-V/def2-TZVPD.

For the gap between HOMO and LUMO, the calculation gives 8.2480 eV. For the relative energy (zero: lowest compared OMol25 entry of this formula, charge and spin), the calculation gives 0.0000 eV. Its structure (SMILES) is c1ccc(S[n+]2nn[nH]n2)cc1.

```
! RIJCOSX wB97M-V def2-TZVPD def2/J DEFGRID3
* xyz 1 1
C -0.921 0.337 -2.587
C -1.227 -0.709 -1.761
C -0.715 1.619 -2.164
C -1.261 -0.520 -0.382
C -0.699 1.819 -0.762
C -0.912 0.708 0.064
N 2.081 -1.159 3.515
N 1.187 -0.298 3.374
N 2.287 -1.628 2.259
N 1.529 -1.009 1.362
N 0.880 -0.182 2.074
S -0.446 0.834 1.779
H -0.908 0.194 -3.635
H -1.568 -1.604 -2.096
H -0.323 2.387 -2.826
H -1.437 -1.439 0.166
H -0.626 2.756 -0.364
H 3.079 -2.107 1.981
*
```

4.
This record from the Open Molecules 2025 dataset describes one molecule with the formula C6H12OSi2. The level of theory is wB97M-V/def2-TZVPD.

As for the expectation value of S²: 2.015. For the gap between HOMO and LUMO (alpha / beta), the calculation gives 8.5846 / 7.9509 eV.

```
! RIJCOSX wB97M-V def2-TZVPD def2/J DEFGRID3
* xyz 0 3
C -0.673 0.994 -0.148
C 1.456 -1.383 0.559
C -1.606 0.080 -0.153
C 0.627 1.618 -0.569
C 2.269 -0.221 0.036
C 1.718 1.172 0.440
O -1.348 -1.286 -0.129
Si 0.053 -2.149 -0.340
Si -3.528 0.396 0.212
H 0.875 1.053 -1.621
H 0.700 2.623 -0.732
H 3.226 -0.114 0.477
H 2.256 -0.258 -0.992
H 2.499 2.069 0.539
H 1.279 1.051 1.395
H 0.640 -2.074 -1.673
H 1.813 -1.753 1.484
H -0.347 -3.558 -0.078
H -3.965 1.648 -0.633
H -4.189 -0.919 0.261
H -3.754 1.010 1.665
*
```

5.
This record from the Open Molecules 2025 dataset describes a 3-piece molecular cluster, C34H71ClN2O4S2 overall. The level of theory is wB97M-V/def2-TZVPD.

For the gap between HOMO and LUMO, the calculation gives 7.7620 eV. Its structure (SMILES) is CCCCCCCCN(CCCCCCCC)C(=S)SCCC[C@@](CC=O)(CNCCCCl)OC.CC(C)O.CC(C)O.

```
! RIJCOSX wB97M-V def2-TZVPD def2/J DEFGRID3
* xyz 0 1
C 5.706 -3.776 2.311
C 4.101 -3.673 2.073
C 3.585 -4.608 0.884
C 4.106 -4.152 -0.569
C 3.418 -2.784 -1.045
C 2.019 -2.963 -1.799
C 0.761 -3.222 -0.848
C 0.629 -2.149 0.359
N 0.285 -0.812 -0.186
C 1.403 0.163 -0.150
C 1.986 0.506 1.296
C 3.053 1.730 1.189
C 2.797 2.806 2.353
C 1.378 3.538 2.268
C 1.053 4.197 0.833
C -0.465 3.825 0.441
C -0.604 3.925 -1.178
C -0.973 -0.276 0.333
S -1.430 -0.147 1.931
S -2.220 0.285 -0.938
C -3.817 -0.632 -0.554
C -3.623 -2.241 -0.669
C -4.933 -2.958 -0.111
C -4.677 -4.462 0.442
C -3.425 -5.188 -0.243
C -3.146 -6.653 0.377
O -2.992 -7.672 -0.334
C -4.397 -4.318 2.011
N -3.267 -3.347 2.278
C -3.027 -3.254 3.768
C -1.509 -2.848 4.089
C -1.411 -1.531 5.023
Cl -1.300 -1.981 6.794
O -5.859 -5.219 0.091
C -6.366 -6.028 1.171
H 6.187 -4.542 1.622
H 6.205 -2.765 2.160
H 5.887 -4.099 3.384
H 3.513 -3.974 3.013
H 3.896 -2.555 1.894
H 2.439 -4.541 0.883
H 3.861 -5.701 1.032
H 5.228 -3.967 -0.513
H 3.899 -4.942 -1.359
H 4.133 -2.298 -1.807
H 3.373 -2.078 -0.156
H 2.097 -3.850 -2.512
H 1.855 -2.035 -2.435
H 0.748 -4.277 -0.416
H -0.174 -3.072 -1.503
H 1.577 -2.194 0.981
H -0.236 -2.534 1.003
H 2.263 -0.225 -0.797
H 1.099 1.167 -0.627
H 2.579 -0.400 1.680
H 1.219 0.837 2.062
H 3.066 2.198 0.143
H 4.096 1.289 1.385
H 2.811 2.226 3.346
H 3.644 3.569 2.400
H 0.508 2.820 2.490
H 1.338 4.325 3.097
H 1.794 3.903 0.015
H 1.157 5.327 0.967
H -0.718 2.732 0.697
H -1.150 4.557 0.973
H -1.715 4.060 -1.402
H -0.286 2.918 -1.636
H 0.016 4.791 -1.599
H -4.152 -0.313 0.483
H -4.563 -0.333 -1.364
H -2.676 -2.467 -0.076
H -3.452 -2.462 -1.770
H -5.441 -2.392 0.739
H -5.716 -3.059 -0.948
H -3.724 -5.396 -1.333
H -2.438 -4.631 -0.152
H -3.030 -6.810 1.506
H -4.101 -5.286 2.536
H -5.323 -3.854 2.490
H -2.431 -3.871 1.946
H -3.239 -4.235 4.305
H -3.742 -2.440 4.150
H -1.010 -3.682 4.683
H -0.902 -2.668 3.136
H -2.353 -0.897 4.844
H -0.522 -0.867 4.731
H -7.184 -6.694 0.710
H -6.912 -5.423 1.984
H -5.603 -6.758 1.612
C 0.671 8.168 -1.363
C 2.013 7.481 -1.163
C 3.167 8.407 -1.519
O 2.074 6.313 -1.976
H 0.535 8.460 -2.409
H -0.148 7.488 -1.114
H 0.587 9.061 -0.738
H 2.109 7.158 -0.123
H 3.116 8.707 -2.570
H 4.124 7.897 -1.381
H 3.157 9.307 -0.899
H 1.990 6.589 -2.902
C -0.934 5.559 -5.451
C 0.534 5.321 -5.767
C 0.754 3.943 -6.372
O 1.303 5.443 -4.572
H -1.299 4.828 -4.722
H -1.076 6.548 -5.007
H -1.548 5.489 -6.353
H 0.890 6.088 -6.461
H 0.447 3.158 -5.674
H 1.815 3.782 -6.583
H 0.191 3.825 -7.301
H 0.996 4.768 -3.950
*
```

6.
This record from the Open Molecules 2025 dataset describes C23H31F3N2O9SSi2TeTi as an isolated structure. The level of theory is wB97M-V/def2-TZVPD.

As for the expectation value of S²: 0.753. For the gap between HOMO and LUMO (alpha / beta), the calculation gives 6.9090 / 7.4041 eV.

```
! RIJCOSX wB97M-V def2-TZVPD def2/J DEFGRID3
* xyz -1 2
Ti -0.723 2.019 1.759
O -0.075 0.089 2.057
N 1.090 -0.192 2.562
C 1.413 -1.514 2.475
C 2.517 -1.915 3.209
C 3.380 -0.992 3.842
C 3.019 0.324 3.822
C 1.901 0.774 3.114
S 1.596 2.428 2.752
H 0.775 -2.101 1.848
H 2.794 -2.901 3.000
H 4.262 -1.337 4.341
H 3.601 1.107 4.347
C 4.525 0.752 -2.756
Si 2.752 1.326 -3.393
C 2.328 3.044 -2.680
C 2.904 1.320 -5.247
C 1.291 0.228 -2.756
Te 1.876 -0.790 -0.949
C 2.983 -2.346 -2.092
Si 1.840 -3.773 -2.624
C 0.460 -3.116 -3.684
C 1.278 -4.647 -1.045
C 2.673 -5.057 -3.713
H 5.197 1.440 -3.266
H 4.665 -0.248 -3.090
H 4.650 0.739 -1.640
H 3.144 3.749 -2.808
H 2.158 2.952 -1.601
H 1.573 3.659 -3.284
H 3.401 2.183 -5.543
H 1.892 1.393 -5.713
H 3.476 0.484 -5.744
H 1.160 -0.549 -3.525
H 0.446 0.877 -2.497
H 3.746 -2.740 -1.429
H 3.605 -1.953 -2.924
H -0.119 -2.385 -3.113
H -0.127 -3.958 -4.094
H 0.977 -2.755 -4.584
H 0.432 -4.148 -0.641
H 2.111 -4.724 -0.351
H 0.990 -5.748 -1.161
H 3.030 -4.670 -4.655
H 1.857 -5.767 -3.988
H 3.494 -5.605 -3.207
O -3.205 2.476 4.993
C -3.009 1.927 3.922
O -1.894 2.019 3.256
C -4.031 0.916 3.420
C -3.659 -0.116 2.567
C -4.571 -1.081 2.156
C -5.835 -0.912 2.668
O -6.927 -1.655 2.321
C -8.011 -0.883 2.814
O -7.557 -0.111 3.910
C -6.228 0.033 3.619
C -5.288 0.996 4.037
H -2.603 -0.102 2.157
H -4.419 -1.886 1.440
H -8.887 -1.453 3.069
H -8.364 -0.106 2.034
H -5.480 1.699 4.772
O -1.828 0.991 0.273
N -0.900 1.087 -0.550
O 0.127 1.628 -0.062
F -0.380 6.250 2.374
C -1.074 6.180 1.203
F -0.108 6.161 0.282
F -1.867 7.250 0.985
C -1.955 4.891 1.052
O -3.076 4.955 0.668
O -1.191 3.888 1.291
*
```

7.
This record from the Open Molecules 2025 dataset describes one molecule with the formula C3H5N5. The level of theory is wB97M-V/def2-TZVPD.

For the gap between HOMO and LUMO, the calculation gives 8.6843 eV. For the relative energy (zero: lowest compared OMol25 entry of this formula, charge and spin), the calculation gives 5.3836 eV. Its structure (SMILES) is C/N=c1\nc[nH]nn1.

```
! RIJCOSX wB97M-V def2-TZVPD def2/J DEFGRID3
* xyz 0 1
C -2.605 -0.062 -0.013
C -0.044 -0.555 -0.094
C 1.576 1.004 -0.136
H -2.679 0.448 0.961
H -3.305 -0.986 0.128
H -2.891 0.946 -0.704
H 1.964 1.988 -0.042
H 3.388 0.309 0.197
N -1.369 -0.949 -0.367
N 0.314 0.812 0.188
N 2.536 -0.075 -0.306
N 2.165 -1.368 0.063
N 0.951 -1.512 0.125
*
```

8.
This record from the Open Molecules 2025 dataset describes C4H10N2O as an isolated structure. The level of theory is wB97M-V/def2-TZVPD.

For the gap between HOMO and LUMO, the calculation gives 8.1582 eV. For the relative energy (zero: lowest compared OMol25 entry of this formula, charge and spin), the calculation gives 3.6204 eV.

```
! RIJCOSX wB97M-V def2-TZVPD def2/J DEFGRID3
* xyz 0 1
C -1.189 -1.730 -0.525
C 0.008 -1.059 0.096
C 1.237 -1.523 -0.151
H -0.310 -0.159 1.283
H -0.932 -2.570 -1.184
H -1.861 -2.118 0.248
H -1.774 -1.013 -1.116
H 1.440 -2.388 -0.788
H 2.128 -1.030 0.236
C 0.010 1.483 0.605
N -0.858 1.960 -0.308
N 1.305 1.843 0.500
O -0.430 0.973 1.730
H -0.541 2.081 -1.258
H -1.807 1.638 -0.195
H 1.669 2.150 -0.388
H 1.905 1.462 1.216
*
```

Question: Which formula does entry 7 have?
Answer: C3H5N5